Formula: C3H5PS
Source: the Open Molecules 2025 dataset
Level of theory: ωB97M-V with the def2-TZVPD basis set

Geometry (Å):
P (-1.252, 1.334, -0.206)
C (0.415, 0.590, -0.131)
C (0.551, -0.739, -0.771)
S (2.016, -1.330, 0.150)
C (0.453, -0.650, 0.709)
H (-1.523, 1.703, 1.129)
H (-1.837, 0.016, -0.239)
H (1.278, 1.272, -0.261)
H (0.127, -1.147, -1.733)
H (-0.227, -1.048, 1.353)

Calculated values
net charge = 0
relative energy (zero: lowest compared OMol25 entry of this formula, charge and spin) = 54.99 kcal/mol
largest force on an atom = 3.5 eV/Å
DFT total energy = -856.72877 Eh
HOMO level = -8.546 eV
E_LUMO = 0.898 eV

Results of the Löwdin charge analysis, in e, for atoms 1 through 6: P 0.809; C -0.656; C -0.540; S 0.833; C -0.543; H -0.118